One molecule with the formula C20H25N3O4S, computed with ωB97M-V/def2-TZVPD.

Calculated values
Structure (SMILES) = COc1ccc(N2CCN(C(=O)CNS(=O)(=O)c3ccc(C)cc3)CC2)cc1
Relative energy (zero: lowest compared OMol25 entry of this formula, charge and spin) = 70.1 kcal per mole
Energy = -1640.52740 hartree
E_HOMO = -7.754 eV

Bonds (Å) are listed after each position.
CARTESIAN COORDINATES (ANGSTROEM)
1 S -2.83255 -2.18560 2.30599  O3 1.435, O4 1.434, N7 1.684, C27 1.785
2 O 3.43474 4.09974 -1.35471  C22 1.405, C23 1.367
3 O -2.08310 -3.39273 2.50705  S1 1.435
4 O -4.01966 -1.95819 3.07791  S1 1.434
5 O -3.38508 -3.07750 -2.49449  C15 1.217
6 N -1.34131 -2.78102 -1.60585  C15 1.348, C17 1.448, C19 1.443
7 N -3.19142 -2.08412 0.66363  S1 1.684, C10 1.452, H36 1.008
8 N 0.49229 -0.63251 -1.64803  C9 1.449, C21 1.451, C26 1.402
9 C -0.43146 -0.82229 -2.74782  N8 1.449, C17 1.533, H38 1.103, H48 1.091
10 C -3.22161 -3.30826 -0.11716  N7 1.452, C15 1.531, H39 1.095, H43 1.091
11 C 2.28119 0.66207 -0.68128  C25 1.383, C26 1.394, H35 1.079
12 C 0.94490 1.67490 -2.37923  C20 1.379, C26 1.396, H42 1.078
13 C 0.01790 1.35913 2.53558  C14 1.496, C16 1.393, C24 1.391
14 C 0.97809 2.50522 2.49546  C13 1.496, H46 1.087, H50 1.087, H53 1.091
15 C -2.66061 -3.04365 -1.51739  O5 1.217, N6 1.348, C10 1.531
16 C -1.31128 1.54099 2.16172  C13 1.393, C18 1.383, H40 1.080
17 C -0.78477 -2.30973 -2.85735  N6 1.448, C9 1.533, H47 1.094, H52 1.091
18 C -2.19095 0.47419 2.13593  C16 1.383, C27 1.382, H41 1.078
19 C -0.41782 -2.59665 -0.51270  N6 1.443, C21 1.529, H31 1.096, H51 1.087
20 C 1.70608 2.82114 -2.28597  C12 1.379, C23 1.393, H30 1.079
21 C -0.07775 -1.11020 -0.40219  N8 1.451, C19 1.529, H29 1.088, H34 1.103
22 C 4.52574 4.22913 -0.47833  O2 1.405, H44 1.095, H45 1.096, H49 1.089
23 C 2.75906 2.91201 -1.37869  O2 1.367, C20 1.393, C25 1.390
24 C 0.43977 0.08941 2.91519  C13 1.391, C28 1.385, H37 1.080
25 C 3.04053 1.81267 -0.57574  C11 1.383, C23 1.390, H33 1.079
26 C 1.21266 0.56779 -1.57185  N8 1.402, C11 1.394, C12 1.396
27 C -1.73702 -0.78661 2.47442  S1 1.785, C18 1.382, C28 1.380
28 C -0.43276 -0.98561 2.87915  C24 1.385, C27 1.380, H32 1.078
29 H 0.62880 -0.95380 0.40967  C21 1.088
30 H 1.49291 3.67462 -2.90992  C20 1.079
31 H 0.49369 -3.16037 -0.74151  C19 1.096
32 H -0.11965 -1.98150 3.14962  C28 1.078
33 H 3.85727 1.83181 0.12904  C25 1.079
34 H -1.00403 -0.56061 -0.16347  C21 1.103
35 H 2.53897 -0.18441 -0.06338  C11 1.079
36 H -4.00435 -1.50716 0.51379  N7 1.008
37 H 1.46222 -0.06058 3.22950  C24 1.080
38 H -1.36287 -0.24910 -2.60645  C9 1.103
39 H -4.23983 -3.69244 -0.24055  C10 1.095
40 H -1.65346 2.52649 1.88280  C16 1.080
41 H -3.22344 0.60866 1.85540  C18 1.078
42 H 0.12945 1.65540 -3.08421  C12 1.078
43 H -2.63150 -4.05293 0.41974  C10 1.091
44 H 5.31093 3.49908 -0.70095  C22 1.095
45 H 4.21830 4.12391 0.56796  C22 1.096
46 H 0.48355 3.43776 2.75535  C14 1.087
47 H 0.11756 -2.88615 -3.08141  C17 1.094
48 H 0.04879 -0.50429 -3.67442  C9 1.091
49 H 4.91467 5.23363 -0.63756  C22 1.089
50 H 1.81045 2.34144 3.17497  C14 1.087
51 H -0.83132 -2.95026 0.42867  C19 1.087
52 H -1.52734 -2.46761 -3.64029  C17 1.091
53 H 1.37647 2.60471 1.48438  C14 1.091